114
Properties=species:S:1:pos:R:3 method="wB97M-V/def2-TZVPD" multiplicity=2 lumo_ha="0.015 / 0.015" de_lowest_kj_mol=46.2 orbital_gap_ev="5.2 / 7.4"
Y -0.1041 0.1046 0.3458
C -2.3072 3.8857 2.4590
C -0.9056 3.5749 2.0137
C -0.0553 2.8256 2.8268
C 1.2171 2.4548 2.4008
C 2.1423 1.6901 3.3090
C 1.6310 2.8473 1.1224
C 0.8104 3.6139 0.3009
C 1.2571 4.0153 -1.0765
C -0.4492 3.9740 0.7633
H -2.3285 4.2198 3.4971
H -2.9304 2.9909 2.3840
H -2.7597 4.6545 1.8339
H -0.3933 2.5211 3.8112
H 2.4369 2.3128 4.1562
H 3.0447 1.3821 2.7830
H 1.6464 0.8026 3.7068
H 2.6352 2.5981 0.7959
H 1.4902 5.0817 -1.1174
H 0.4662 3.8114 -1.8003
H 2.1508 3.4666 -1.3770
H -1.1094 4.5430 0.1183
O -1.0848 1.5821 -0.9173
C -2.2233 0.8625 -0.9152
C -3.5027 1.5003 -0.8123
C -3.6097 2.8922 -1.0066
C -4.8348 3.5243 -0.9546
C -5.9951 2.7937 -0.6998
C -5.9075 1.4244 -0.4822
C -4.6854 0.7686 -0.5310
P -4.4897 -0.9550 -0.0075
C -6.0116 -1.7796 -0.6133
C -6.5854 -1.4975 -1.8519
C -7.7126 -2.1765 -2.2786
C -8.2842 -3.1550 -1.4725
C -7.7272 -3.4434 -0.2372
C -6.6002 -2.7520 0.1871
C -3.1706 -1.4982 -1.1959
C -3.3574 -1.3655 -2.7070
C -3.8562 -2.5616 -3.4417
C -3.7409 -3.7781 -2.9131
C -3.1008 -3.9595 -1.6066
C -2.8115 -2.9160 -0.8306
H -2.7065 3.4467 -1.2223
H -4.8959 4.5926 -1.1221
H -6.9562 3.2892 -0.6589
H -6.8052 0.8610 -0.2553
H -6.1517 -0.7282 -2.4807
H -8.1460 -1.9468 -3.2436
H -9.1657 -3.6861 -1.8083
H -8.1711 -4.1976 0.3998
H -6.1711 -2.9653 1.1603
H -3.9232 -0.4692 -2.9636
H -4.3053 -2.4172 -4.4173
H -4.0937 -4.6489 -3.4511
H -2.8297 -4.9599 -1.2921
H -2.2891 -3.0469 0.1100
C 11.1433 1.8238 -4.0636
C 10.0870 1.8063 -2.9943
C 9.1133 2.7975 -2.9307
C 8.1638 2.8051 -1.9197
C 8.1547 1.7959 -0.9651
N 7.1796 1.7969 0.0700
C 5.8347 1.5522 -0.0616
O 5.0917 1.5640 0.9020
N 5.4221 1.2628 -1.3452
C 4.0878 1.0840 -1.7392
C 3.7123 1.3944 -3.0428
C 2.3935 1.2302 -3.4213
C 1.4790 0.7881 -2.4801
N 1.8409 0.4709 -1.2330
C 3.1215 0.5878 -0.8748
C 9.1154 0.7931 -1.0234
C 10.0747 0.8091 -2.0219
H 10.8307 2.4234 -4.9173
H 11.3638 0.8159 -4.4145
H 12.0726 2.2493 -3.6798
H 9.1072 3.5873 -3.6722
H 7.4296 3.5994 -1.8569
H 7.4792 1.8544 1.0293
H 6.1054 1.3324 -2.0815
H 4.4493 1.7684 -3.7444
H 2.0649 1.4610 -4.4242
H 0.4250 0.7091 -2.7162
H 3.3804 0.2927 0.1288
H 9.1017 0.0006 -0.2860
H 10.8203 0.0236 -2.0544
O 2.5267 -2.6744 -0.0630
Cl 1.6477 -2.3195 0.9878
O 0.2569 -2.2857 0.4891
O 1.7589 -3.2137 2.0939
O 1.8908 -0.9362 1.4294
C -4.2059 -3.8188 3.8204
C -3.3181 -3.5729 2.6104
N -2.7639 -2.2247 2.5952
C -1.6302 -1.7294 3.0565
S -1.3209 -0.0211 2.8489
N -0.7141 -2.4214 3.7281
C -0.6216 -3.8413 4.0586
C 0.4455 -4.0294 5.1214
H -4.6581 -4.8097 3.7627
H -5.0042 -3.0767 3.8624
H -3.6422 -3.7489 4.7520
H -3.9031 -3.6576 1.6932
H -2.5240 -4.3126 2.5350
H -3.3111 -1.5576 2.0454
H 0.1147 -1.8786 3.9197
H -0.3667 -4.4108 3.1630
H -1.5801 -4.1882 4.4408
H 1.4121 -3.6800 4.7588
H 0.5406 -5.0858 5.3685
H 0.1868 -3.4856 6.0305
S -1.5697 -0.9467 -2.9341
C -1.9760 -0.5565 -1.0648

=====

61
Properties=species:S:1:pos:R:3 method="wB97M-V/def2-TZVPD" lumo_ha=-0.106 de_lowest_kj_mol=448.2 orbital_gap_ev=3.7
O -5.7821 -0.1003 -0.6206
C -5.8670 -0.4066 -1.7813
C -4.9500 -1.2867 -2.4604
N -5.0585 -1.6204 -3.7628
C -4.0356 -2.4687 -3.9871
C -3.3269 -2.6274 -2.8239
N -3.8956 -1.8719 -1.8601
H -6.6984 0.0015 -2.3417
H -3.8515 -2.9434 -4.9410
H -2.4592 -3.2535 -2.6706
C 4.3137 1.6486 2.1607
N 3.1534 1.5220 1.2948
C 3.0787 2.1956 0.0971
O 3.9129 2.9425 -0.3655
C 1.7594 1.8092 -0.5474
C 1.9730 1.1363 -1.9059
C 2.6331 2.0284 -2.9154
C 3.8762 1.7069 -3.4388
C 4.5049 2.5524 -4.3282
C 3.8999 3.7341 -4.7000
C 2.6634 4.0658 -4.1884
C 2.0326 3.2159 -3.3041
N 1.0612 0.9038 0.4176
C -0.1812 0.3655 0.2518
C -0.7577 -0.4693 1.1840
C -1.9846 -1.0908 1.0992
C -2.5042 -1.9381 2.1111
C -3.7736 -2.5237 1.9386
C -4.3017 -3.3459 2.8988
C -3.5916 -3.6260 4.0714
C -4.1263 -4.4632 5.0504
N -4.5615 -5.1623 5.8747
C -2.3299 -3.0524 4.2507
C -1.7961 -2.2279 3.2977
C 1.9539 0.6996 1.6153
C 2.3842 -0.7598 1.7281
C 1.3114 1.2706 2.8780
H 5.0507 2.2994 1.6937
H 4.0271 2.0741 3.1211
H 4.7633 0.6713 2.3265
H 1.1479 2.7151 -0.6567
H 2.5754 0.2337 -1.7559
H 1.0087 0.7945 -2.2935
H 4.3498 0.7894 -3.1327
H 5.4738 2.2920 -4.7217
H 4.4018 4.4027 -5.3790
H 2.1972 4.9957 -4.4696
H 1.0683 3.4738 -2.9002
H -0.7271 0.6034 -0.6410
H -0.1852 -0.6656 2.0645
H -2.5734 -0.9575 0.2108
H -4.3247 -2.3112 1.0377
H -5.2753 -3.7907 2.7684
H -1.7857 -3.2716 5.1543
H -0.8237 -1.8021 3.4612
H 2.9110 -1.0480 0.8190
H 3.0482 -0.9088 2.5780
H 1.5420 -1.4343 1.8452
H 1.1243 2.3342 2.7353
H 0.3623 0.8025 3.1176
H 1.9644 1.1476 3.7400

=====

149
Properties=species:S:1:pos:R:3 method="wB97M-V/def2-TZVPD" multiplicity=2 lumo_ha="0.074 / 0.074" charge=-1 orbital_gap_ev="2.8 / 6.7"
O 0.1104 3.3687 7.4324
P -1.1210 3.2786 6.6423
N -1.9325 1.7563 6.8947
C -1.3456 0.5156 6.3077
C -2.7011 1.5473 8.1375
N -0.7719 3.3424 4.8960
C 0.4201 4.0663 4.4039
C -1.8690 3.0237 3.9707
N -2.3677 4.4344 6.8606
C -3.6807 4.4474 6.2752
C -2.0002 5.7868 7.3143
H -2.1171 -0.1751 5.9672
H -0.7587 -0.0325 7.0448
H -0.6755 0.8039 5.4978
H -3.2721 0.6297 7.9955
H -3.3470 2.4069 8.3163
H -1.9296 1.3354 8.8778
H 1.2791 3.9174 5.0583
H 0.6978 3.8021 3.3835
H 0.2347 5.1381 4.3342
H -2.5145 2.2333 4.3537
H -2.4409 3.9493 3.9053
H -1.5425 2.8158 2.9517
H -4.4432 4.7301 7.0010
H -3.7910 5.1152 5.4208
H -3.9226 3.4235 5.9904
H -2.8674 6.4398 7.2168
H -1.1269 6.2075 6.8159
H -1.8032 5.7548 8.3859
O 2.6815 -1.8164 -0.3768
P 4.0675 -1.8306 -0.8824
N 5.3664 -1.5828 0.2119
C 5.1315 -1.3054 1.6118
C 6.7456 -1.6341 -0.1587
N 4.3103 -0.6666 -2.0832
C 3.4942 -0.8044 -3.3260
C 4.6357 0.7563 -1.7410
N 4.5632 -3.2628 -1.6793
C 4.2379 -4.5941 -1.2200
C 5.4053 -3.2806 -2.9378
H 5.1783 -2.2132 2.2132
H 4.1541 -0.8425 1.7482
H 5.8908 -0.5594 1.8464
H 7.2549 -2.4961 0.2719
H 7.3302 -0.7882 0.2029
H 6.8151 -1.8331 -1.2282
H 3.0283 -1.7781 -3.4778
H 2.7483 -0.0164 -3.2229
H 4.1313 -0.6105 -4.1889
H 5.5250 0.7054 -1.1127
H 4.8370 1.3917 -2.6034
H 3.7891 1.1513 -1.1794
H 3.2831 -4.8734 -1.6656
H 5.1058 -5.2472 -1.3112
H 3.9640 -4.5739 -0.1652
H 4.7155 -3.1384 -3.7696
H 5.9240 -4.2324 -3.0528
H 6.1567 -2.4968 -3.0332
O -5.8650 -1.0543 -5.8631
P -4.9316 -0.7330 -4.7833
N -4.4021 -2.1264 -3.9289
C -3.5533 -2.0366 -2.6831
C -4.4458 -3.4572 -4.6522
N -5.6174 0.1637 -3.5914
C -6.6444 -0.3785 -2.6855
C -5.5823 1.6197 -3.6894
N -3.4661 0.0201 -5.1672
C -3.0797 0.1132 -6.6502
C -2.4756 0.5877 -4.2521
H -3.5547 -2.9963 -2.1663
H -3.9780 -1.3251 -1.9750
H -2.5338 -1.7478 -2.9384
H -3.8260 -4.2463 -4.2263
H -3.9619 -3.3816 -5.6260
H -5.4521 -3.8665 -4.7409
H -6.5900 0.0320 -1.6772
H -7.6791 -0.2742 -3.0122
H -6.4197 -1.4434 -2.6252
H -5.2647 1.9805 -4.6677
H -6.5363 2.0635 -3.4046
H -4.9076 2.0825 -2.9692
H -3.0406 -0.8886 -7.0781
H -3.8606 0.6353 -7.2031
H -2.1446 0.6537 -6.7966
H -1.7203 -0.1782 -4.0761
H -2.7864 0.9323 -3.2658
H -1.8187 1.3439 -4.6820
O -1.0134 -6.5188 2.5210
P -0.1794 -5.4668 1.7994
N 0.2670 -4.0838 2.6884
C 1.4416 -3.2077 2.3784
C -0.6120 -3.5979 3.7615
N -0.9457 -4.7535 0.4376
C -2.3666 -4.5146 0.4615
C -0.1990 -3.7588 -0.3408
N 1.3118 -6.0232 1.2704
C 1.5156 -6.7242 -0.0198
C 2.4795 -6.3487 2.0692
H 1.9952 -3.6296 1.5396
H 2.1572 -3.1124 3.1951
H 1.1486 -2.2001 2.0836
H -1.5180 -3.0928 3.4267
H -0.0477 -2.8758 4.3517
H -0.8588 -4.4466 4.3994
H -2.9347 -5.2157 1.0730
H -2.5433 -3.5175 0.8650
H -2.7363 -4.5815 -0.5617
H 0.7117 -4.1869 -0.7597
H -0.8835 -3.5302 -1.1577
H 0.0647 -2.8626 0.2209
H 2.5499 -6.8409 -0.3432
H 1.1266 -7.7225 0.1808
H 0.9631 -6.2673 -0.8409
H 3.2454 -5.5793 1.9718
H 2.9979 -7.2271 1.6848
H 2.2194 -6.4448 3.1234
C 0.3220 0.6792 0.2763
N -0.8158 0.7543 -0.7521
O -1.9806 0.8511 -0.2996
O -0.4700 0.9154 -1.8850
H 1.2377 1.0168 -0.2092
H 0.4065 -0.3432 0.6448
H -0.0848 1.3211 1.0576
C 3.0941 3.6360 0.4930
C 2.0976 4.7623 0.3320
O 1.2347 4.3929 -0.7056
P 1.5709 4.8431 -2.2602
O 2.0941 6.1960 -2.4796
O 2.5144 3.6172 -2.7623
C 2.8359 3.5090 -4.1272
C 1.5865 3.0798 -4.9159
O 0.1061 4.5265 -2.9679
C -0.9976 5.2009 -2.5402
C -2.2513 4.4575 -3.1199
H 3.8867 3.7686 -0.2433
H 3.6323 3.6131 1.4406
H 2.6414 2.6646 0.2938
H 1.5591 4.9383 1.2632
H 2.5705 5.7014 0.0446
H 3.4507 4.3347 -4.4855
H 3.5439 2.6808 -4.1574
H 0.9537 2.3322 -4.4376
H 1.0170 4.0028 -5.0245
H 1.8029 2.9247 -5.9729
H -1.1928 5.3748 -1.4820
H -0.9102 6.1265 -3.1092
H -2.1473 4.1494 -4.1603
H -2.3160 3.4960 -2.6105
H -3.0815 5.1231 -2.8835

=====

110
Properties=species:S:1:pos:R:3 method="wB97M-V/def2-TZVPD" smiles="N=[PH2][C@@]1(Cl)[C@@](CC(=O)O)(CC(=O)Br)[C@@](CCCN)(COc2ccccc2)[C@@H](CCCCl)OS1(=O)=O.O=S1(=O)CCCC1.O=S1(=O)CCCC1.O=S1(=O)CCCC1" lumo_ha=0.004 de_lowest_kj_mol=347.1 orbital_gap_ev=8.1
N 0.1299 3.2742 4.7499
P -1.0271 2.4703 4.0014
C -1.4253 2.9776 2.2301
Cl -1.2304 4.8049 2.1377
C -0.6238 2.2003 1.0370
C -0.4411 3.1140 -0.2414
C -1.6649 3.7099 -0.9759
O -2.2984 4.6949 -0.7318
O -2.0281 3.0722 -2.2032
C 0.8469 2.0873 1.6548
C 2.0698 2.0014 0.6885
O 2.5619 2.9460 0.1596
Br 3.0530 0.3024 0.2905
C -1.2913 0.7502 0.7100
C -0.2812 -0.0329 -0.2602
C -0.8847 -1.0491 -1.2860
C -0.8300 -2.5762 -0.8207
N 0.5727 -2.9789 -0.6054
C -1.3107 -0.2362 1.9472
O -2.3727 -0.1147 2.8891
C -2.6809 -1.2764 3.5756
C -3.1397 -2.5353 3.0077
C -3.4754 -3.6903 3.8319
C -3.3985 -3.6376 5.3036
C -2.9242 -2.3638 5.8835
C -2.5784 -1.2150 5.0485
C -2.7531 0.8643 0.1427
C -3.6551 -0.4484 0.2176
C -4.7278 -0.5297 -0.9593
C -4.4610 -1.7903 -1.8592
Cl -5.9740 -2.0585 -2.8787
O -3.6215 1.9187 0.5759
S -3.2810 2.7800 1.8960
O -3.9830 2.2477 3.0774
O -3.9043 4.0908 1.6915
H 0.5213 3.9469 4.0902
H -0.6061 1.1004 4.1308
H -2.1952 2.6962 4.8060
H 0.1691 2.6351 -1.0623
H 0.2279 3.9782 0.0457
H -2.9839 2.8796 -2.1434
H 0.9873 1.3179 2.4474
H 1.0131 3.0870 2.1587
H 0.4291 -0.6412 0.3767
H 0.3863 0.6436 -0.8421
H -1.8794 -0.8127 -1.7312
H -0.1845 -1.0517 -2.1728
H -1.2311 -3.1486 -1.7191
H -1.5224 -2.8102 0.0256
H 0.6693 -3.9742 -0.4002
H 1.0910 -2.8361 -1.4852
H -1.3789 -1.2741 1.5029
H -0.3347 -0.2731 2.5222
H -3.2418 -2.6397 1.9042
H -3.8300 -4.6470 3.3915
H -3.6853 -4.5089 5.9432
H -2.8695 -2.2811 6.9989
H -2.2575 -0.2687 5.5408
H -2.6247 1.0001 -0.9752
H -4.2484 -0.4329 1.1770
H -3.0656 -1.3941 0.2290
H -5.7472 -0.6827 -0.5062
H -4.6696 0.4427 -1.5195
H -4.2845 -2.7299 -1.2803
H -3.6279 -1.6314 -2.5977
C 3.9918 -1.9989 -5.9689
C 4.8749 -1.6655 -4.7641
C 4.0898 -0.6988 -3.8724
S 2.3573 -1.0538 -4.1568
O 1.7480 0.0940 -4.7816
O 1.7957 -1.6713 -2.9722
C 2.6146 -2.3090 -5.3988
H 4.3865 -2.8398 -6.5397
H 3.9347 -1.1335 -6.6359
H 5.0941 -2.5822 -4.2101
H 5.8282 -1.2320 -5.0697
H 4.3191 -0.8454 -2.8177
H 4.2702 0.3396 -4.1502
H 1.8209 -2.2624 -6.1433
H 2.6065 -3.2776 -4.9001
C 3.4579 -8.2535 -4.0476
C 2.0131 -8.1167 -4.5380
C 1.8590 -6.7108 -5.1260
S 3.4835 -6.2345 -5.7153
O 3.9519 -5.1200 -4.9226
O 3.4763 -6.2008 -7.1564
C 4.3306 -7.7098 -5.1730
H 3.7090 -9.2879 -3.8108
H 3.5987 -7.6555 -3.1427
H 1.8199 -8.8632 -5.3133
H 1.2960 -8.2873 -3.7341
H 1.1562 -6.6961 -5.9577
H 1.5514 -5.9911 -4.3668
H 5.3407 -7.4604 -4.8521
H 4.3637 -8.4026 -6.0152
C 1.2418 9.5059 4.4581
C 1.3591 9.0374 5.9120
C 0.4943 7.7817 6.0615
S 0.4517 7.0088 4.4460
O -0.8983 7.0624 3.9454
O 1.2092 5.7860 4.4851
C 1.4168 8.2549 3.6048
H 1.9877 10.2637 4.2152
H 0.2519 9.9390 4.2886
H 2.4023 8.7944 6.1326
H 1.0490 9.8139 6.6128
H 0.9172 7.0842 6.7829
H -0.5290 8.0311 6.3420
H 1.0569 8.3763 2.5843
H 2.4565 7.9237 3.6002

=====

no.,calculated total energy (hartree)
1,-4182.9639
2,-1469.2355
3,-4406.2223
4,-7805.7155